(1)
Below is C30H38AsN2O5P2PtS as an isolated structure at a distorted geometry, with properties calculated with wB97M-V/def2-TZVPD.

## Properties
- multiplicity = 1
- energy relative to the best compared isomer or geometry (same formula, charge and spin) (eV) = 0.847
- HOMO (eV) = -11.398
- HOMO-LUMO gap (eV) = 8.554
- E_LUMO (eV) = -2.84
- charge = +1

Cartesian coordinates (Å):
Pt1 -0.3453 -0.1724 0.5552
O1 2.1602 -0.4361 3.6900
C1 1.8752 -0.0665 2.5800
O2 0.6749 0.3843 2.2583
C2 2.8923 -0.0485 1.4485
P1 2.0242 0.2105 -0.1351
C3 2.7695 -0.9916 -1.2795
C4 2.2644 -2.2842 -1.1077
C5 2.7075 -3.3374 -1.8885
C6 3.6577 -3.1146 -2.8752
C7 4.1812 -1.8421 -3.0435
C8 3.7503 -0.7913 -2.2457
C9 2.2754 1.9550 -0.5836
C10 2.9972 2.4572 -1.6604
C11 3.0542 3.8239 -1.8956
C12 2.3940 4.7097 -1.0598
C13 1.6704 4.2207 0.0191
C14 1.6072 2.8573 0.2518
H1 3.4555 -0.9799 1.4450
H2 3.5844 0.7764 1.6263
H3 1.4988 -2.4676 -0.3599
H4 2.3072 -4.3297 -1.7296
H5 3.9920 -3.9288 -3.5039
H6 4.9397 -1.6614 -3.7935
H7 4.2184 0.1680 -2.3870
H8 3.5139 1.8078 -2.3453
H9 3.6191 4.1925 -2.7418
H10 2.4423 5.7741 -1.2470
H11 1.1518 4.9016 0.6813
H12 1.0431 2.4873 1.1002
S1 1.4978 2.5633 -6.6851
C15 1.0526 1.9982 -5.0517
C16 0.4585 2.8533 -4.1316
C17 0.0979 2.3447 -2.8969
N1 0.2538 1.0677 -2.5449
C18 0.8220 0.2593 -3.4360
C19 1.2614 0.6779 -4.6844
C20 -0.1368 2.5090 -7.4037
C21 -0.9653 3.6201 -7.3768
C22 -2.2595 3.4902 -7.8625
N2 -2.7514 2.3592 -8.3572
C23 -1.9313 1.3143 -8.4195
C24 -0.6223 1.3349 -7.9604
H13 0.2832 3.8930 -4.3716
H14 -0.3353 2.9978 -2.1457
H15 0.9167 -0.7813 -3.1463
H16 1.7341 -0.0186 -5.3638
H17 -0.6119 4.5682 -6.9950
H18 -2.9312 4.3411 -7.8498
H19 -2.3385 0.4105 -8.8587
H20 0.0058 0.4578 -8.0394
C25 -3.6591 -1.0029 2.4827
As1 -1.8102 -0.4079 2.4507
C26 -2.0522 1.3421 3.2398
C27 -1.0788 -1.5485 3.8208
H21 -4.0442 -0.7114 3.4606
H22 -3.7174 -2.0848 2.3905
H23 -4.2489 -0.5378 1.6991
H24 -2.1938 1.2106 4.3124
H25 -2.9393 1.8022 2.8090
H26 -1.1723 1.9554 3.0702
H27 -1.7515 -1.4568 4.6740
H28 -0.0740 -1.2357 4.0936
H29 -1.0762 -2.5800 3.4724
C28 -2.9442 1.8837 -0.5385
O3 -2.6622 0.7703 -1.3884
P2 -1.9138 -0.5495 -0.9384
O4 -1.6540 -1.2846 -2.3182
C29 -2.0210 -0.8390 -3.6386
O5 -3.1266 -1.4315 -0.3678
C30 -2.8944 -2.8303 -0.1436
H30 -3.1172 2.7350 -1.1908
H31 -2.0995 2.0922 0.1221
H32 -3.8430 1.6838 0.0452
H33 -2.9615 -1.3165 -3.9085
H34 -1.2350 -1.1596 -4.3137
H35 -2.1278 0.2415 -3.6642
H36 -3.7917 -3.2253 0.3229
H37 -2.0330 -2.9796 0.5149
H38 -2.7192 -3.3329 -1.0930

***

(2)
Below is a 9-piece molecular cluster, C30H38B3F9O28 overall at a distorted geometry, with properties calculated with wB97M-V/def2-TZVPD.

## Properties
- multiplicity = 1
- SMILES string = C[C@H](O)CB1OBOB(C[C@@H](C)F)O1.O=C1OC[C@@H](F)O1.O=C1OC[C@@H](F)O1.O=C1OC[C@@H](F)O1.O=C1OC[C@@H](F)O1.O=C1OC[C@@H](F)O1.O=C1OC[C@@H](F)O1.O=C1OC[C@@H](F)O1.O=C1OC[C@@H](F)O1
- HOMO (eV) = -9.842
- HOMO-LUMO gap (eV) = 10.026
- E_LUMO (eV) = 0.18

Cartesian coordinates (Å):
C1 2.0926 1.9032 -0.1252
C2 0.5983 1.5867 -0.8065
O1 0.6499 1.7208 -2.2905
C3 -0.5681 2.6152 -0.2800
B1 -1.8040 1.8818 0.5369
O2 -3.2025 2.4015 0.6151
B2 -3.8961 1.3750 1.4704
O3 -3.9693 -0.0068 0.8758
B3 -2.5246 -0.3430 0.6154
C4 -2.0336 -1.6158 -0.3250
C5 -1.1234 -2.7305 0.4601
C6 0.0585 -3.4183 -0.5015
F1 -0.4242 -2.2182 1.6703
O4 -1.4973 0.5764 1.2210
H1 1.9422 2.8105 0.5982
H2 2.9243 2.0820 -0.9532
H3 2.4476 0.9649 0.5168
H4 0.3941 0.4501 -0.5716
H5 0.2719 0.8433 -2.6136
H6 -0.1455 3.4603 0.4486
H7 -0.9707 3.2169 -1.2275
H8 -4.3126 1.6249 2.5643
H9 -1.5001 -1.2253 -1.3014
H10 -3.0381 -2.1671 -0.6584
H11 -1.8748 -3.5752 0.8439
H12 1.1185 -3.1722 -0.0569
H13 -0.1032 -4.5909 -0.4596
H14 0.0523 -2.9939 -1.6001
O5 -2.9790 -3.3710 -2.1221
C7 -4.1090 -3.5411 -2.5487
O6 -5.1588 -3.9771 -1.7876
C8 -6.3042 -3.9138 -2.6134
C9 -5.7195 -3.9799 -3.9828
F2 -6.4712 -3.2808 -4.8625
O7 -4.4779 -3.3275 -3.8429
H15 -6.8362 -2.9752 -2.4248
H16 -6.9812 -4.7477 -2.4095
H17 -5.5607 -4.9979 -4.3544
O8 4.9860 4.5799 0.5488
C10 5.0412 4.7203 -0.6616
O9 4.4018 3.9086 -1.5581
C11 4.6088 4.4813 -2.8337
C12 5.8471 5.2856 -2.6299
F3 5.8426 6.3854 -3.4160
O10 5.7533 5.7000 -1.2859
H18 3.7430 5.0967 -3.1000
H19 4.7364 3.7071 -3.5951
H20 6.7761 4.7248 -2.7783
O11 2.6930 -1.5302 -4.2539
C13 2.4502 -2.7230 -4.1764
O12 1.2903 -3.2382 -3.6657
C14 1.3471 -4.6348 -3.8759
C15 2.8121 -4.8856 -3.9881
F4 3.0620 -5.9179 -4.8245
O13 3.3041 -3.7049 -4.5805
H21 0.8028 -4.8863 -4.7924
H22 0.8954 -5.1758 -3.0400
H23 3.3136 -5.0528 -3.0289
O14 -5.0475 -0.6967 7.3466
C16 -4.2471 -0.1930 6.5762
O15 -3.2472 -0.8841 5.9485
C17 -2.6361 0.0229 5.0530
C18 -2.9735 1.3454 5.6520
F5 -3.1086 2.2888 4.6931
O16 -4.2351 1.1279 6.2418
H24 -3.0632 -0.1107 4.0534
H25 -1.5573 -0.1462 4.9990
H26 -2.2648 1.6869 6.4140
O17 -3.4265 8.1693 2.0950
C19 -3.3838 6.9849 2.3834
O18 -4.2956 6.0582 1.9576
C20 -3.8208 4.8007 2.3947
C21 -2.9455 5.1673 3.5441
F6 -1.9155 4.2996 3.6619
O19 -2.4266 6.4249 3.1751
H27 -3.2705 4.3174 1.5804
H28 -4.6483 4.1512 2.6927
H29 -3.4725 5.2526 4.5003
O20 4.1861 -0.9114 1.7354
C22 4.6769 0.0133 2.3614
O21 5.4031 1.0241 1.7937
C23 5.6736 1.9503 2.8267
C24 5.5611 1.1096 4.0523
F7 5.1084 1.8384 5.0971
O22 4.5753 0.1613 3.7121
H30 4.9318 2.7554 2.7956
H31 6.6695 2.3864 2.7114
H32 6.4870 0.5948 4.3300
O23 9.4760 1.1373 2.0502
C25 9.6652 1.5395 3.1862
O24 10.8597 1.4416 3.8457
C26 10.6995 2.1350 5.0670
C27 9.2231 2.0985 5.2682
F8 8.7979 3.2033 5.9213
O25 8.7106 2.1340 3.9556
H33 11.0874 3.1535 4.9596
H34 11.2418 1.6365 5.8749
H35 8.8619 1.2003 5.7804
O26 -6.0960 -7.0886 -7.6884
C28 -7.1747 -6.6660 -7.3068
O27 -8.2689 -6.5159 -8.1141
C29 -9.3372 -6.1325 -7.2716
C30 -8.6295 -5.5349 -6.1038
F9 -9.3286 -5.7323 -4.9636
O28 -7.4347 -6.2788 -6.0265
H36 -9.9238 -7.0177 -7.0039
H37 -9.9932 -5.4152 -7.7721
H38 -8.3943 -4.4713 -6.2178

***

(3)
Below is C30H38Cl4F6N3O6S2SbSi3V as an isolated structure, with properties calculated with wB97M-V/def2-TZVPD.

## Properties
- multiplicity = 4
- energy relative to the best compared isomer or geometry (same formula, charge and spin) (eV) = 0.000
- HOMO (spin up / spin down) (eV) = -2.202 / -2.726
- HOMO-LUMO gap (spin up / spin down) (eV) = 5.815 / 6.338
- E_LUMO (spin up / spin down) (eV) = 3.61 / 3.61
- charge = -2

Cartesian coordinates (Å):
V1 -0.9201 -0.6679 0.9185
Cl1 -4.5807 -5.9101 2.9452
C1 -3.5843 -4.4838 2.9639
C2 -3.5865 -3.6395 4.0531
Cl2 -4.5806 -3.9902 5.4372
C3 -2.7901 -2.4843 4.0375
Cl3 -2.8268 -1.3676 5.3695
C4 -1.9718 -2.1631 2.9596
O1 -1.2827 -1.0587 2.8344
C5 -1.9531 -3.0578 1.8276
O2 -1.2355 -2.7065 0.7995
C6 -2.7779 -4.1838 1.8572
Cl4 -2.7982 -5.1880 0.4407
F1 7.7978 -1.5218 5.0111
C7 7.3195 -1.1281 6.1973
F2 7.1723 -2.2258 6.9586
F3 8.2486 -0.3565 6.7770
S1 5.6991 -0.2507 6.0479
O3 4.8376 -1.2156 5.4148
O4 5.4448 0.1132 7.4143
N1 6.0922 0.9886 5.1785
S2 5.3930 1.2588 3.7299
O5 1.9070 -0.4147 1.4219
O6 5.2386 2.7154 3.5583
C8 6.9074 0.9423 2.6758
F4 7.1397 -0.3736 2.5553
F5 8.0131 1.5196 3.1473
F6 6.6909 1.4258 1.4353
C9 0.9357 2.2504 -2.6798
Sb1 0.5721 0.4283 -1.5624
C10 0.0329 1.2246 0.3140
C11 -0.9130 2.3462 0.4546
C12 -0.5714 3.6720 0.1327
C13 -1.4725 4.6958 0.3477
C14 -2.7199 4.3933 0.8777
C15 -2.9825 3.0666 1.1780
N2 -2.1206 2.0736 0.9856
Si1 1.5234 1.2051 1.4035
C16 3.1316 -1.0847 1.2347
C17 2.9733 2.2216 0.7851
C18 1.0635 1.7655 3.1170
C19 -1.3098 -0.2912 -2.6799
C20 -2.3572 -0.9445 -1.7975
C21 -3.2433 -1.8899 -2.3295
C22 -4.2931 -2.3827 -1.5840
C23 -4.4996 -1.8869 -0.3055
C24 -3.5834 -0.9809 0.1765
N3 -2.5157 -0.5568 -0.5198
Si2 -0.4928 -1.5603 -3.8412
C25 1.0335 -0.8522 -4.6953
C26 -1.5209 -2.1352 -5.3282
C27 -0.0103 -3.0636 -2.8423
Si3 -2.2805 1.0685 -3.5717
C28 -1.4345 1.7584 -5.1080
C29 -3.9284 0.4354 -4.2501
C30 -2.7793 2.4472 -2.4131
H1 1.7272 2.7458 -2.1144
H2 0.0828 2.9198 -2.7548
H3 1.3170 2.0108 -3.6718
H4 0.4101 3.8737 -0.2766
H5 -1.2070 5.7191 0.1075
H6 -3.4592 5.1601 1.0679
H7 -3.9377 2.7836 1.6122
H8 3.1011 -1.6391 0.2924
H9 3.2847 -1.7780 2.0619
H10 3.9746 -0.3891 1.2027
H11 3.3295 1.8748 -0.1902
H12 3.8130 2.2272 1.4828
H13 2.6415 3.2582 0.6727
H14 0.4912 0.9773 3.6123
H15 0.4425 2.6650 3.0868
H16 1.9531 1.9850 3.7124
H17 -3.1088 -2.2279 -3.3445
H18 -4.9500 -3.1363 -1.9999
H19 -5.3100 -2.2279 0.3232
H20 -3.6599 -0.5941 1.1881
H21 0.7974 0.0288 -5.2944
H22 1.4142 -1.6212 -5.3740
H23 1.8369 -0.5940 -4.0062
H24 -1.9114 -1.2966 -5.9076
H25 -2.3541 -2.7960 -5.0863
H26 -0.8469 -2.6969 -5.9818
H27 0.7946 -2.8151 -2.1471
H28 0.3368 -3.8708 -3.4928
H29 -0.8395 -3.4382 -2.2375
H30 -1.3773 1.0003 -5.8918
H31 -0.4353 2.1536 -4.9420
H32 -2.0590 2.5732 -5.4865
H33 -3.8236 -0.4281 -4.9094
H34 -4.3813 1.2462 -4.8296
H35 -4.6226 0.1664 -3.4527
H36 -1.9477 3.0284 -2.0209
H37 -3.3021 2.0242 -1.5513
H38 -3.4651 3.1287 -2.9250

***

(4)
Below is one molecule with the formula C30H38N2O7, with properties calculated with wB97M-V/def2-TZVPD.

## Properties
- multiplicity = 1
- SMILES string = COc1ccc([C@H](C(=O)NC2CCCCC2)N(C[C@@H]2CCCO2)C(=O)[C@H]2COc3ccccc3O2)cc1OC
- energy relative to the best compared isomer or geometry (same formula, charge and spin) (eV) = 0.000
- HOMO (eV) = -7.772
- HOMO-LUMO gap (eV) = 8.346
- E_LUMO (eV) = 0.57

Cartesian coordinates (Å):
C1 -0.2786 -3.6927 -5.0114
O1 -0.3783 -3.8169 -3.6159
C2 -0.6733 -2.7029 -2.8892
C3 -0.9183 -1.4474 -3.4126
C4 -1.2055 -0.3725 -2.5809
C5 -1.2442 -0.5392 -1.2109
C6 -1.6069 0.5973 -0.2850
C7 -1.4027 2.0289 -0.8307
O2 -2.2654 2.8695 -0.6449
N1 -0.2266 2.2306 -1.4310
C8 0.2536 3.5262 -1.8882
C9 -0.6839 4.1241 -2.9392
C10 -0.1407 5.4620 -3.4302
C11 0.0265 6.4307 -2.2638
C12 0.9573 5.8376 -1.2108
C13 0.4173 4.4996 -0.7173
N2 -0.9085 0.5233 1.0092
C14 -1.7301 0.9025 2.1384
C15 -2.7201 -0.2061 2.5704
C16 -3.9190 0.3641 3.3343
C17 -3.3774 0.4292 4.7610
C18 -2.4451 -0.7855 4.8103
O3 -2.1148 -1.1219 3.4666
C19 0.4279 0.3363 0.9955
O4 1.0646 0.2643 -0.0422
C20 1.1628 0.1563 2.3351
C21 0.9679 -1.2827 2.8395
O5 1.4118 -2.2038 1.8741
C22 2.6257 -1.8758 1.3137
C23 3.2974 -2.8417 0.5793
C24 4.5313 -2.5576 0.0256
C25 5.1037 -1.3096 0.2081
C26 4.4293 -0.3340 0.9169
C27 3.1820 -0.6038 1.4612
O6 2.5375 0.3973 2.1494
C28 -1.0321 -1.8098 -0.6754
C29 -0.7393 -2.8878 -1.4890
O7 -0.5183 -4.1555 -1.0555
C30 -0.5784 -4.4106 0.3288
H1 -1.2286 -3.3801 -5.4588
H2 0.5069 -2.9858 -5.2990
H3 -0.0201 -4.6855 -5.3767
H4 -0.8886 -1.2830 -4.4777
H5 -1.4039 0.5925 -3.0200
H6 -2.6781 0.5212 -0.0619
H7 0.4387 1.4659 -1.3770
H8 1.2332 3.3452 -2.3440
H9 -0.7850 3.4274 -3.7743
H10 -1.6673 4.2642 -2.4900
H11 -0.8221 5.8845 -4.1710
H12 0.8268 5.3070 -3.9148
H13 0.4270 7.3812 -2.6225
H14 -0.9495 6.6236 -1.8140
H15 1.0573 6.5266 -0.3697
H16 1.9502 5.6914 -1.6436
H17 1.0939 4.0650 0.0227
H18 -0.5577 4.6442 -0.2496
H19 -1.1055 1.1644 2.9905
H20 -2.2957 1.7924 1.8408
H21 -3.0234 -0.7799 1.6891
H22 -4.7524 -0.3368 3.2802
H23 -4.2421 1.3285 2.9521
H24 -2.8184 1.3524 4.9136
H25 -4.1609 0.3693 5.5122
H26 -2.9394 -1.6554 5.2562
H27 -1.5248 -0.5855 5.3690
H28 0.8449 0.8811 3.0882
H29 1.5489 -1.4014 3.7665
H30 -0.0834 -1.5051 3.0298
H31 2.8347 -3.8078 0.4544
H32 5.0470 -3.3148 -0.5446
H33 6.0725 -1.0893 -0.2135
H34 4.8436 0.6522 1.0537
H35 -1.0798 -1.9436 0.3935
H36 -0.3441 -5.4685 0.4390
H37 -1.5813 -4.2212 0.7273
H38 0.1510 -3.8137 0.8826